(1)
37
Properties=species:S:1:pos:R:3 method="wB97M-V/def2-TZVPD" total_energy_ha=-4465.5021 homo_lumo_gap_ev=6.459 charge=-1 largest_force_ev_per_a=1.1 multiplicity=1
Mg -0.556 -0.154 0.075
C 3.420 -1.339 1.324
C 1.915 -1.347 1.244
S 1.306 -1.634 -0.371
C 1.142 -1.149 2.326
C 1.717 -0.939 3.704
S -0.609 -1.061 2.293
H 3.831 -1.135 0.337
H 3.800 -2.310 1.645
H 3.780 -0.577 2.014
H 2.606 -1.549 3.867
H 0.963 -1.210 4.442
H 1.979 0.112 3.865
Se -1.014 1.730 -1.818
C -0.366 3.264 -0.954
C -0.174 4.445 -1.678
C 0.290 5.561 -1.013
N 0.562 5.596 0.285
C 0.385 4.472 0.966
C -0.073 3.294 0.409
H -0.388 4.459 -2.738
H 0.452 6.496 -1.539
H 0.618 4.535 2.024
H -0.200 2.406 1.025
C -2.347 -1.277 -3.042
N -2.070 -2.265 -2.041
C -1.130 -3.267 -2.113
C -1.070 -3.871 -0.907
N -1.991 -3.254 -0.095
C -2.587 -2.240 -0.781
S -3.803 -1.267 -0.228
H -2.739 -1.741 -3.948
H -1.450 -0.703 -3.293
H -3.092 -0.595 -2.630
H -0.574 -3.450 -3.010
H -0.467 -4.684 -0.554
H -2.065 -3.352 0.908

=====

(2)
38
Properties=species:S:1:pos:R:3 method="wB97M-V/def2-TZVPD" total_energy_ha=-1746.1444 smiles="CCOC(=O)c1c(NC(=O)CSc2ncn[nH]2)sc(C)c1C" homo_lumo_gap_ev=8.427 largest_force_ev_per_a=1.0 multiplicity=1
C 4.769 -1.460 1.607
C 3.742 -2.481 2.077
H 4.053 -2.950 3.012
H 3.591 -3.245 1.307
O 2.490 -1.865 2.373
C 1.669 -1.633 1.345
O 1.946 -1.955 0.198
C 0.422 -0.979 1.713
C -0.510 -0.678 0.734
N -0.369 -0.949 -0.602
C -1.298 -0.553 -1.503
O -2.339 -0.025 -1.172
C -0.936 -0.863 -2.944
H -1.543 -1.688 -3.318
H 0.124 -1.084 -3.057
S -1.357 0.565 -3.990
C -0.568 1.774 -3.038
N 0.238 1.551 -2.021
C 0.571 2.792 -1.611
N 0.030 3.754 -2.313
N -0.704 3.103 -3.231
H -1.253 3.598 -3.914
H 1.225 2.967 -0.783
H 0.540 -1.358 -0.836
S -1.902 0.106 1.350
C -1.242 0.037 2.966
C -0.019 -0.555 3.010
C 0.770 -0.743 4.263
H 0.229 -0.348 5.117
H 0.971 -1.800 4.428
H 1.729 -0.235 4.185
C -2.035 0.606 4.094
H -2.252 -0.158 4.840
H -1.492 1.415 4.582
H -2.976 0.999 3.719
H 4.444 -1.011 0.672
H 4.889 -0.676 2.352
H 5.725 -1.950 1.450